Entry 1:
Computed, not measured: C18H20F3N3O3 in the gas phase, with ωB97M-V/def2-TZVPD.

Structure (XYZ):
```
47
Properties=species:S:1:pos:R:3:forces:R:3:nbo_charge:R:1
C 0.02360 2.77538 -2.53418 1.5 0.3 -0.1 -0.613
C 0.49761 3.67580 -1.39032 0.4 -1.2 -0.2 -0.212
N -0.04649 3.12905 -0.12691 0.5 -0.8 1.1 -0.454
C -1.43070 3.47234 0.20133 0.4 0.4 0.7 -0.211
C -1.43322 4.76720 0.99560 -1.5 0.3 -1.0 -0.608
C 0.62145 2.07776 0.52533 -0.9 0.7 -1.6 0.700
O 1.59134 1.56345 0.01231 0.7 -0.2 -0.1 -0.637
C 0.19606 1.55833 1.91825 -0.5 0.6 -0.3 -0.122
C 1.43137 1.45169 2.80844 1.7 1.2 -0.2 -0.397
C 1.92418 0.01223 2.74576 -0.1 0.2 0.0 -0.410
C 0.61533 -0.73585 2.65375 -0.4 -0.3 -0.7 -0.124
C 0.63217 -1.96300 1.72733 -0.5 -0.9 1.5 0.705
O 1.22240 -2.96509 2.00505 0.4 -0.3 -0.6 -0.535
N -0.32127 -1.79298 0.68909 2.0 -0.2 2.4 -0.474
C -0.57345 -2.69994 -0.33723 -1.0 -1.6 -2.9 0.136
C -1.82433 -2.75832 -1.00445 -0.5 0.0 1.0 -0.174
C -2.09823 -3.67091 -2.03457 1.3 -0.6 0.0 -0.215
C -1.08664 -4.55546 -2.48695 0.6 0.8 1.0 -0.203
C 0.19108 -4.52186 -1.86193 -1.5 0.6 0.5 -0.068
C 1.29596 -5.47044 -2.33702 0.3 1.1 1.1 0.968
F 1.02978 -6.79116 -2.19804 -0.3 0.9 -0.8 -0.315
F 2.43919 -5.29624 -1.59077 -0.7 0.1 -1.1 -0.331
F 1.53316 -5.13307 -3.63705 0.4 -1.1 0.8 -0.322
C 0.41522 -3.57439 -0.83095 0.7 -0.2 0.2 -0.212
C -0.81009 -0.53858 0.86455 -2.2 4.7 -3.1 0.805
O -1.55543 0.01924 0.03634 1.0 -1.0 1.5 -0.632
N -0.26932 0.16597 1.94452 -0.8 -1.6 -0.7 -0.430
H -1.02815 2.66773 -2.45873 -1.0 -0.3 -0.1 0.202
H 0.25847 3.26057 -3.48218 0.0 -0.1 -0.1 0.203
H 0.52213 1.80149 -2.48643 -0.2 0.2 0.0 0.228
H 1.60655 3.73761 -1.35767 -0.7 -0.2 0.2 0.224
H 0.14345 4.67699 -1.62594 -0.3 0.2 0.7 0.197
H -2.00380 3.63828 -0.72070 0.1 -0.5 0.2 0.202
H -1.87404 2.67880 0.81634 0.0 0.0 -0.6 0.217
H -2.46865 5.07039 1.25616 0.6 -0.1 -0.1 0.208
H -0.85278 4.67621 1.87199 0.6 -0.1 1.1 0.201
H -1.00112 5.53841 0.36873 0.1 0.4 0.0 0.204
H -0.52997 2.24923 2.36252 0.0 -0.3 0.0 0.210
H 2.26666 2.15202 2.48811 -1.2 -0.7 0.5 0.243
H 1.16410 1.66377 3.83859 -0.1 0.3 0.1 0.211
H 2.56661 -0.15435 1.87711 -0.1 -0.1 0.2 0.240
H 2.42188 -0.22597 3.66631 0.6 -0.3 0.2 0.226
H 0.17472 -1.00745 3.64234 0.5 -0.1 -0.6 0.223
H -2.63240 -2.13109 -0.60420 0.4 -0.2 -0.5 0.239
H -3.08370 -3.76127 -2.50270 0.4 0.4 0.3 0.227
H -1.27341 -5.22720 -3.31354 0.0 -0.1 0.1 0.225
H 1.41268 -3.50529 -0.39333 -0.3 -0.2 -0.1 0.249
```
Forces are in eV/Å.

Output
Energy above the lowest of the compared OMol25 structures with the same formula, charge and spin (kcal/mol): 2.2
Highest occupied orbital energy (eV): -9.17
Total charge: 0
Orbital gap (Eh): 0.35799
SMILES string: CCN(CC)C(=O)[C@@H]1CC[C@@H]2C(=O)N(c3cccc(C(F)(F)F)c3)C(=O)N21

***

Entry 2:
Computed, not measured: C18H20N2O as an isolated structure, with ωB97M-V/def2-TZVPD.

Structure (XYZ):
```
41
Properties=species:S:1:pos:R:3:forces:R:3:nbo_charge:R:1
C 2.51276 4.37593 -0.21626 -0.1 3.9 1.4 -0.571
C 2.49416 3.65590 1.07423 -1.1 10.6 0.3 -0.451
H 3.29511 4.09587 1.58531 1.0 1.1 1.5 0.211
H 1.60097 3.82456 1.61483 -1.0 0.2 0.6 0.246
C 2.79093 2.42225 0.96633 7.5 -12.6 -3.2 -0.315
C 1.85471 1.52879 0.42734 0.1 -5.0 -1.5 0.330
N 0.73490 1.96213 0.24635 -9.2 2.6 -3.7 -0.470
C -0.12378 1.01372 -0.53005 7.6 -1.2 3.7 -0.123
C 0.67644 -0.12328 -0.52450 -1.7 0.8 -0.6 0.146
N 1.85235 0.16662 0.06257 4.3 -1.1 0.1 -0.371
C 3.17352 -0.75234 0.04349 -5.9 2.4 7.7 -0.361
H 3.06779 -1.39960 -0.67564 0.2 -3.3 -4.1 0.217
H 3.81652 0.00707 0.13693 3.5 2.0 -0.6 0.204
H 3.09341 -1.20929 1.14306 0.5 0.3 -2.6 0.196
C 0.31527 -1.50190 -0.98674 7.0 -2.6 3.6 0.045
C -1.01753 -1.81453 -0.96886 -3.0 -0.7 -9.4 -0.109
C -1.75308 -1.99161 -2.13708 9.2 0.3 -5.6 -0.140
C -3.02624 -2.16067 -2.35587 -4.9 -1.5 -8.7 -0.257
C -3.96342 -2.15298 -1.48860 2.3 0.6 8.5 -0.132
C -3.25313 -1.96303 -0.04245 -8.8 0.6 -5.3 -0.050
C -4.19625 -1.73453 1.02208 10.3 -0.7 3.7 -0.173
C -3.45759 -1.70271 2.32690 -12.9 -0.1 -5.4 -0.199
C -2.20124 -1.57472 2.40989 7.7 1.7 6.4 -0.262
C -1.28869 -1.64150 1.45035 -16.2 -1.4 -5.2 -0.081
C -1.99934 -1.63939 -0.18856 2.7 0.1 15.2 0.006
H -0.44218 -1.48420 1.51121 14.7 2.7 1.3 0.126
H -1.95176 -1.27718 3.61464 0.3 -1.1 -3.2 0.188
H -4.29006 -1.65624 3.02367 1.1 0.1 1.3 0.216
H -5.14935 -1.94940 1.02422 -4.8 -0.8 -0.5 0.194
H -4.96857 -2.24993 -1.39140 -2.8 -0.4 -0.8 0.212
H -3.47312 -2.33269 -3.55470 1.8 0.6 3.3 0.194
H -1.11228 -1.95638 -3.22522 -1.6 -0.3 3.1 0.194
O 1.10255 -1.92828 -2.14124 -2.0 2.7 -0.2 -0.687
H 0.83544 -1.12575 -2.67588 1.1 -1.5 -0.4 0.467
H 0.76001 -2.29435 -0.15216 -0.7 1.9 -1.5 0.193
H -1.04372 0.92194 -0.89927 -3.8 1.1 -0.8 0.209
H 3.10661 1.92472 1.77527 1.1 -1.2 4.2 0.224
H 3.97337 1.97712 0.39062 -2.9 2.1 0.8 0.127
H 2.32102 5.49851 -0.13317 0.1 -1.5 0.0 0.200
H 1.90180 3.97460 -0.89554 -3.0 -1.4 -2.5 0.210
H 3.43169 4.26676 -0.66612 2.6 -0.1 -0.8 0.193
```
Forces are in eV/Å.

Output
Energy above the lowest of the compared OMol25 structures with the same formula, charge and spin (kcal/mol): 399.7
Highest occupied orbital energy (eV): -7.75
Total charge: 0
Orbital gap (Eh): 0.28215

***

Entry 3:
Computed, not measured: C18H20N2O2S in the gas phase, with ωB97M-V/def2-TZVPD.

Structure (XYZ):
```
43
Properties=species:S:1:pos:R:3:forces:R:3:nbo_charge:R:1
O 0.29379 -3.22780 0.07534 0.0 -0.2 0.2 -0.604
C 0.17845 -2.31341 -0.71069 -0.2 0.1 -0.3 0.664
C -1.06199 -2.13839 -1.59088 -0.2 -0.1 0.1 -0.296
N -2.12572 -1.38256 -0.95177 0.1 -0.1 -0.1 -0.429
C -2.64083 -2.00369 0.25770 -0.3 0.2 0.1 -0.256
C -3.89158 -1.24107 0.69513 0.1 -0.4 0.0 -0.071
O -3.61061 0.12086 0.92546 0.0 0.0 0.2 -0.523
C -3.08166 0.71665 -0.23319 0.3 0.2 -0.3 -0.071
C -1.80415 0.00777 -0.68735 -0.4 0.2 0.2 -0.265
N 1.08841 -1.31012 -0.86736 0.1 0.3 -0.3 -0.646
C 2.30501 -1.11741 -0.22067 0.2 -0.1 0.2 0.234
C 2.86770 -2.05024 0.64614 -0.2 -0.2 0.0 -0.258
C 4.09134 -1.80000 1.23975 0.0 0.2 -0.1 -0.179
C 4.77845 -0.62511 0.98282 0.1 0.0 0.1 -0.238
C 4.22738 0.31472 0.12963 0.0 -0.1 0.1 -0.181
C 2.99844 0.07672 -0.45861 -0.3 0.4 -0.5 -0.253
S 2.30749 1.30876 -1.55918 0.2 -0.1 0.2 0.267
C 1.11103 2.11037 -0.51335 0.2 -0.1 0.0 -0.177
C 1.00695 1.85570 0.84571 0.1 0.0 0.0 -0.198
C 0.04680 2.51871 1.58997 -0.1 0.0 0.1 -0.206
C -0.80066 3.43399 0.99032 0.0 0.1 0.1 -0.229
C -0.68521 3.69106 -0.36685 0.0 0.1 0.0 -0.201
C 0.26521 3.03087 -1.12092 0.1 -0.1 0.0 -0.234
H -0.80687 -1.63823 -2.52914 0.0 0.0 0.0 0.200
H -1.45673 -3.13329 -1.81252 0.2 0.0 0.0 0.224
H -2.89743 -3.04150 0.04028 0.0 0.0 0.1 0.210
H -1.90265 -1.98764 1.07539 0.0 -0.1 0.0 0.181
H -4.27650 -1.63801 1.63556 0.0 0.0 -0.1 0.194
H -4.66071 -1.33369 -0.08641 0.0 0.0 0.1 0.164
H -2.86958 1.75658 0.02039 0.0 -0.1 -0.1 0.198
H -3.82207 0.67575 -1.04638 0.1 0.0 0.0 0.163
H -1.43941 0.47778 -1.60399 0.1 0.0 0.0 0.202
H -1.04418 0.12116 0.10474 0.0 0.0 -0.1 0.180
H 0.87666 -0.57835 -1.53948 -0.1 -0.2 0.1 0.416
H 2.33548 -2.96559 0.84378 0.0 0.0 0.0 0.258
H 4.51228 -2.53545 1.90835 0.0 -0.1 0.1 0.218
H 5.73517 -0.43686 1.44474 0.1 0.0 0.0 0.218
H 4.74062 1.24062 -0.08130 0.0 0.1 0.0 0.227
H 1.66850 1.14845 1.32412 0.0 0.0 0.0 0.222
H -0.03519 2.31475 2.64693 0.0 0.0 0.1 0.220
H -1.54614 3.94659 1.57876 -0.1 0.0 0.0 0.219
H -1.33898 4.40706 -0.84220 -0.1 0.1 0.0 0.218
H 0.36368 3.22345 -2.17879 0.0 0.0 -0.1 0.219
```
Forces are in eV/Å.

Output
Energy above the lowest of the compared OMol25 structures with the same formula, charge and spin (kcal/mol): 17.4
Highest occupied orbital energy (eV): -8.56
Total charge: 0
Orbital gap (Eh): 0.33771
SMILES string: O=C(CN1CCOCC1)Nc1ccccc1Sc1ccccc1